Below is a cluster of 7 separate species, C18H50O7 in total, with properties calculated with ωB97M-V/def2-TZVPD.

LUMO energy = 0.2 eV
ΔE to the lowest compared entry with this formula, charge and spin = 73.0 kJ/mol
M = 378.59 g mol⁻¹
HOMO-LUMO gap = 9.76 eV
SMILES = CC(C)O.CC(C)O.CC(C)O.CC(C)O.CC(C)O.CC(C)O.O

Element x y z (Å)
C -2.72 -3.01 4.34
C -1.71 -2.01 3.83
C -2.22 -0.57 3.87
O -0.55 -2.14 4.67
H -2.45 -4.02 4.05
H -3.70 -2.78 3.91
H -2.79 -2.97 5.43
H -1.41 -2.28 2.81
H -3.23 -0.53 3.45
H -1.58 0.09 3.30
H -2.29 -0.25 4.91
H 0.08 -1.44 4.44
C 1.83 -0.18 -0.60
C 0.37 -0.04 -0.20
C -0.30 -1.38 0.04
O 0.28 0.72 1.02
H 2.25 0.80 -0.88
H 1.98 -0.84 -1.45
H 2.47 -0.57 0.20
H -0.09 0.51 -1.02
H -0.08 -1.79 1.02
H 0.00 -2.10 -0.72
H -1.38 -1.23 -0.05
H 0.22 1.66 0.78
C -2.36 2.60 2.23
C -3.34 2.95 3.34
C -2.75 4.05 4.23
O -4.60 3.34 2.80
H -2.31 3.43 1.52
H -2.59 1.70 1.66
H -1.36 2.39 2.62
H -3.52 2.08 3.97
H -1.80 3.74 4.65
H -3.45 4.24 5.05
H -2.64 5.00 3.69
H -4.43 3.99 2.11
C 2.55 -1.59 -5.39
C 1.27 -1.46 -6.18
C 1.12 -0.08 -6.78
O 1.33 -2.47 -7.22
H 2.49 -1.00 -4.48
H 3.46 -1.33 -5.94
H 2.75 -2.63 -5.13
H 0.44 -1.74 -5.53
H 0.11 0.14 -7.14
H 1.88 0.09 -7.54
H 1.24 0.67 -5.99
H 0.68 -2.24 -7.90
C 1.39 5.32 -0.34
C 1.26 4.05 0.50
C 1.09 4.40 1.97
O 0.10 3.32 0.07
H 0.45 5.88 -0.21
H 1.53 5.13 -1.40
H 2.19 5.97 0.00
H 2.11 3.38 0.34
H 1.11 3.49 2.56
H 0.11 4.87 2.13
H 1.88 5.05 2.33
H -0.53 3.90 -0.38
C 1.95 -4.12 -1.17
C 0.84 -4.59 -2.10
C 1.00 -4.03 -3.50
O 0.87 -6.02 -2.21
H 1.80 -4.59 -0.19
H 2.00 -3.05 -1.00
H 2.94 -4.47 -1.50
H -0.12 -4.31 -1.65
H 1.78 -4.63 -3.97
H 1.33 -3.00 -3.41
H 0.11 -4.14 -4.12
H 0.76 -6.39 -1.34
O 1.60 -0.66 3.13
H 1.24 -0.42 2.26
H 2.03 0.15 3.43